This record from the Open Molecules 2025 dataset describes C28H26N3O2RuS3 as an isolated structure. The level of theory is the ωB97M-V functional and the def2-TZVPD basis.

Summary:
Kohn-Sham gap (spin up / spin down) in eV: 7.8525 / 5.6775
Expectation value of S²: 6.07
Spin multiplicity: 5
Net charge: +1
F_max in eV/Å: 0.65

Element x y z (Å)
Ru -0.318 -0.510 -2.104
O -0.713 -4.215 -2.881
S -1.445 -3.195 -3.631
N -1.213 -1.758 -3.320
C -5.609 4.416 -2.212
C -4.308 4.533 -2.687
C -3.404 3.499 -2.512
C -3.788 2.325 -1.856
C -5.093 2.227 -1.370
C -5.998 3.261 -1.550
C -2.893 1.173 -1.636
C -1.711 0.949 -2.192
C -0.878 1.560 -3.217
C 0.322 2.206 -2.855
C 1.159 2.725 -3.832
C 0.820 2.601 -5.169
C -0.364 1.961 -5.543
C -1.199 1.435 -4.585
H -6.313 5.227 -2.349
H -3.994 5.439 -3.193
H -2.391 3.619 -2.871
H -5.398 1.326 -0.848
H -7.008 3.165 -1.171
H -3.269 0.434 -0.935
H 0.550 2.334 -1.807
H 2.074 3.227 -3.545
H 1.479 3.006 -5.928
H -0.624 1.872 -6.591
H -2.123 0.941 -4.857
C 3.596 -0.429 -0.047
N 3.021 -1.737 -0.330
C 2.907 -2.780 0.704
C 2.104 -3.880 -0.010
N 1.654 -3.189 -1.224
C 2.226 -2.006 -1.358
S 1.997 -0.933 -2.703
H 4.238 -0.520 0.826
H 2.812 0.302 0.154
H 4.192 -0.085 -0.887
H 2.384 -2.385 1.576
H 3.894 -3.119 1.010
H 1.259 -4.229 0.578
H 2.723 -4.735 -0.274
H 1.054 -3.596 -1.922
C 2.713 -2.856 8.085
C 2.191 -2.433 6.740
O 2.295 -3.070 5.730
S 1.386 -0.812 6.811
C 0.944 -0.586 5.115
C 1.453 0.509 4.422
C 1.160 0.678 3.080
C 0.357 -0.255 2.416
C -0.191 -1.327 3.133
C 0.097 -1.488 4.475
C 0.136 -0.160 1.010
C 0.003 -0.157 -0.209
H 2.430 -3.892 8.269
H 2.344 -2.217 8.886
H 3.803 -2.804 8.062
H 2.086 1.220 4.939
H 1.558 1.525 2.535
H -0.845 -2.024 2.623
H -0.331 -2.313 5.028



This record from the Open Molecules 2025 dataset describes C28H26N7O4Pt as an isolated structure at a distorted geometry. The level of theory is the ωB97M-V functional and the def2-TZVPD basis.

Summary:
Kohn-Sham gap in eV: 6.2518
Net charge: +1
F_max in eV/Å: 1.78

Element x y z (Å)
Pt 0.866 0.478 0.383
O 2.766 7.049 0.826
C 1.566 6.770 0.701
O 0.534 7.436 0.569
C 1.305 5.231 0.703
C 0.043 4.716 0.490
C -0.152 3.347 0.374
N 0.866 2.489 0.574
C 2.116 2.991 0.775
C 2.364 4.340 0.821
C 3.190 1.989 0.815
C 4.477 2.265 1.251
C 5.436 1.273 1.200
C 5.085 0.021 0.714
C 3.783 -0.208 0.331
N 2.851 0.753 0.378
C -1.463 2.846 -0.115
C -2.643 3.483 0.261
C -3.829 3.096 -0.337
C -3.795 2.109 -1.308
C -2.573 1.522 -1.603
N -1.432 1.862 -1.015
H -0.762 5.425 0.344
H 3.353 4.765 0.932
H 4.709 3.251 1.626
H 6.446 1.473 1.530
H 5.805 -0.782 0.644
H 3.477 -1.172 -0.048
H -2.624 4.268 1.005
H -4.762 3.569 -0.061
H -4.689 1.807 -1.836
H -2.507 0.745 -2.360
C 1.788 -4.230 -2.264
C 1.537 -3.398 -1.057
C 1.489 -3.716 0.284
C 1.230 -2.519 0.970
N 1.128 -1.526 0.091
N 1.325 -2.068 -1.133
C 1.075 -2.307 2.435
H 1.857 -5.277 -1.979
H 2.722 -3.943 -2.748
H 0.973 -4.124 -2.982
H 1.614 -4.693 0.717
H 1.272 -1.489 -1.956
H 1.759 -2.953 2.982
H 0.059 -2.559 2.748
H 1.269 -1.270 2.707
O -1.952 -4.410 -3.274
C -3.240 -4.039 -2.796
N -3.056 -2.958 -1.874
C -3.180 -3.115 -0.527
O -3.640 -4.098 0.008
C -2.717 -1.951 0.305
C -3.354 -1.679 1.512
C -2.893 -0.629 2.285
C -1.769 0.065 1.865
N -1.118 -0.240 0.741
C -1.611 -1.207 -0.040
H -2.063 -5.060 -3.977
H -3.721 -4.852 -2.253
H -3.873 -3.715 -3.624
H -2.690 -2.095 -2.239
H -4.200 -2.284 1.812
H -3.379 -0.352 3.209
H -1.362 0.878 2.452
H -1.085 -1.395 -0.964



This record from the Open Molecules 2025 dataset describes C28H26N9O4OsS2Se as an isolated structure at a distorted geometry. The level of theory is the ωB97M-V functional and the def2-TZVPD basis.

Summary:
Kohn-Sham gap (spin up / spin down) in eV: 7.2793 / 5.3193
Expectation value of S²: 6.06
Spin multiplicity: 5
Net charge: +3
F_max in eV/Å: 1.67

Element x y z (Å)
Os -0.310 -0.909 -0.251
S -0.395 1.264 -1.059
C -1.681 2.013 -0.254
N -2.328 1.509 0.803
C -3.306 2.352 1.179
C -4.193 2.128 2.268
C -5.133 3.072 2.535
C -5.228 4.262 1.748
C -4.387 4.514 0.690
C -3.422 3.550 0.404
S -2.227 3.556 -0.821
H -4.117 1.224 2.853
H -5.828 2.937 3.351
H -5.990 4.988 1.997
H -4.480 5.420 0.110
N -0.446 -0.699 2.223
N -0.262 -1.971 2.787
C -0.067 -3.047 1.989
N 0.210 -4.208 2.548
N -0.227 -2.808 0.670
N 0.152 -3.797 -0.278
O 0.479 -4.898 0.059
O 0.103 -3.372 -1.407
H 0.306 -0.061 2.498
H -1.351 -0.308 2.482
H -0.254 -2.073 3.795
H 0.250 -4.305 3.551
H 0.300 -5.033 1.965
Se -3.349 -2.033 0.623
N -2.293 -1.264 -0.661
C -3.071 -0.933 -1.692
C -2.650 -0.406 -2.944
C -3.605 -0.137 -3.871
C -5.011 -0.363 -3.644
C -5.451 -0.889 -2.484
C -4.480 -1.200 -1.467
N -4.806 -1.740 -0.319
H -1.603 -0.270 -3.170
H -3.301 0.245 -4.835
H -5.707 -0.129 -4.437
H -6.491 -1.106 -2.293
C 4.565 2.311 -1.284
O 4.273 1.150 -0.482
C 3.684 1.338 0.712
C 3.058 2.522 1.118
C 2.522 2.632 2.390
C 2.600 1.576 3.298
C 3.195 0.394 2.893
C 3.699 0.271 1.607
N 4.377 -0.956 1.296
C 4.418 -1.698 0.223
C 3.699 -1.645 -1.027
C 4.465 -2.114 -2.108
C 4.019 -1.997 -3.410
C 2.782 -1.413 -3.640
C 1.979 -0.995 -2.583
C 2.408 -1.144 -1.284
O 1.569 -0.824 -0.235
H 5.222 1.960 -2.073
H 5.075 3.063 -0.683
H 3.647 2.712 -1.713
H 3.021 3.366 0.449
H 2.079 3.571 2.690
H 2.245 1.697 4.312
H 3.317 -0.431 3.586
H 5.046 -1.231 2.012
H 5.192 -2.458 0.284
H 5.441 -2.536 -1.912
H 4.627 -2.348 -4.230
H 2.422 -1.294 -4.652
H 1.011 -0.557 -2.792



This record from the Open Molecules 2025 dataset describes a 2-piece molecular cluster, C28H26NO2S2 overall. The level of theory is the ωB97M-V functional and the def2-TZVPD basis.

Summary:
Kohn-Sham gap in eV: 4.2537
Net charge: +1
F_max in eV/Å: 0.45

Element x y z (Å)
C 0.092 5.036 4.193
C -0.644 3.899 3.541
C -2.034 3.924 3.399
C -2.711 2.863 2.818
C -2.028 1.738 2.351
C -2.834 0.610 1.745
C -2.031 -0.420 1.005
C -2.025 -0.424 -0.386
C -1.288 -1.347 -1.117
C -1.341 -1.300 -2.616
C -0.308 -0.371 -3.215
O 0.346 0.421 -2.560
C -0.066 -0.468 -4.688
C 1.255 -0.374 -5.105
C 1.582 -0.400 -6.451
C 0.568 -0.542 -7.398
C -0.759 -0.628 -6.986
C -1.081 -0.595 -5.633
C -0.506 -2.283 -0.432
S 0.494 -3.461 -1.317
C -0.521 -2.323 0.975
C -1.305 -1.400 1.677
S -1.448 -1.555 3.431
C 0.200 -2.076 3.778
C 0.825 -1.692 4.960
C 2.090 -2.179 5.267
C 2.731 -3.031 4.375
C 2.119 -3.392 3.182
C 0.849 -2.913 2.874
N 0.210 -3.290 1.672
C -0.645 1.717 2.473
C 0.033 2.781 3.062
H -0.225 6.002 3.806
H -0.078 5.028 5.271
H 1.165 4.925 4.045
H -2.596 4.782 3.744
H -3.790 2.919 2.737
H -3.395 0.114 2.540
H -3.562 1.050 1.065
H -2.615 0.313 -0.918
H -1.185 -2.285 -3.050
H -2.323 -0.933 -2.927
H 2.014 -0.267 -4.344
H 2.613 -0.336 -6.774
H 0.804 -0.584 -8.452
H -1.543 -0.727 -7.723
H -2.118 -0.655 -5.334
H 1.518 -2.644 -1.597
H 0.299 -1.024 5.628
H 2.562 -1.886 6.193
H 3.716 -3.411 4.608
H 2.637 -4.054 2.500
H 0.856 -3.762 1.053
H -0.079 0.866 2.113
H 1.111 2.737 3.158
O 3.523 1.681 -4.183
H 4.076 2.271 -4.736
H 2.745 2.142 -3.794
H 4.048 1.212 -3.503



This record from the Open Molecules 2025 dataset describes the molecule C28H26O5S2 at a distorted geometry. The level of theory is the ωB97M-V functional and the def2-TZVPD basis.

Summary:
Kohn-Sham gap in eV: 6.9737
F_max in eV/Å: 8.55
Structure (SMILES): COc1ccc([C@@H](c2ccc(C)cc2)C(S(=O)(=O)c2ccccc2)S(=O)(=O)c2ccccc2)cc1

Element x y z (Å)
C 4.466 -1.711 -2.173
O 4.349 -0.281 -2.288
C 3.161 0.245 -2.667
C 3.011 1.628 -2.415
C 1.831 1.985 -1.765
C 0.719 1.089 -1.729
C -0.379 1.514 -0.693
C -1.712 0.809 -1.086
C -2.762 1.436 -1.716
C -3.903 0.681 -2.097
C -3.948 -0.719 -1.972
C -5.145 -1.512 -2.421
C -2.834 -1.318 -1.406
C -1.716 -0.579 -0.960
C 0.766 0.016 -2.613
C 1.998 -0.478 -3.020
H 5.518 -1.898 -1.956
H 3.847 -2.107 -1.347
H 4.199 -2.209 -3.120
H 3.877 2.286 -2.437
H 1.635 3.054 -1.660
H -0.389 2.641 -0.578
H -2.720 2.487 -1.988
H -4.752 1.197 -2.519
H -4.869 -2.559 -2.563
H -5.971 -1.501 -1.733
H -5.525 -1.151 -3.358
H -2.774 -2.398 -1.317
H -0.813 -1.071 -0.609
H -0.095 -0.419 -3.049
H 2.120 -1.433 -3.528
C 5.435 -0.660 2.362
C 5.162 0.688 2.113
C 3.867 1.114 1.868
C 2.812 0.202 2.021
S 1.522 0.648 0.859
C -0.105 1.679 0.674
S -1.864 2.026 1.672
C -2.505 0.455 2.232
C -3.662 0.205 1.536
C -4.393 -0.947 1.820
C -4.019 -1.685 2.960
C -3.006 -1.233 3.831
C -2.211 -0.140 3.469
O -1.672 2.627 2.988
O -2.698 2.750 0.735
O 2.299 1.710 0.088
O 1.362 -0.659 0.157
C 3.059 -1.154 2.293
C 4.378 -1.581 2.457
H 6.465 -0.986 2.462
H 5.943 1.446 2.055
H 3.679 2.084 1.485
H 0.268 2.498 1.499
H -3.991 0.911 0.791
H -5.242 -1.184 1.195
H -4.575 -2.600 3.196
H -2.876 -1.715 4.815
H -1.465 0.277 4.155
H 2.240 -1.873 2.365
H 4.603 -2.629 2.631



This record from the Open Molecules 2025 dataset describes C28H27AsO7PRhS2 as an isolated structure at a distorted geometry. The level of theory is the ωB97M-V functional and the def2-TZVPD basis.

Summary:
Kohn-Sham gap in eV: 7.8885
F_max in eV/Å: 1.05

Element x y z (Å)
Rh 0.181 -1.140 0.899
O 2.171 0.851 1.822
C 2.441 0.660 0.683
C 0.942 2.244 -0.145
C 1.481 3.517 -0.104
C 0.643 4.605 0.064
C -0.723 4.400 0.175
C -1.238 3.114 0.122
C -0.419 1.992 -0.038
P -1.125 0.291 -0.064
C -2.886 0.626 0.273
C -3.834 0.727 -0.741
C -5.157 1.022 -0.436
C -5.541 1.232 0.878
C -4.599 1.147 1.895
C -3.283 0.843 1.590
C -1.108 -0.123 -1.840
C -1.534 -1.405 -2.194
C -1.517 -1.807 -3.518
C -1.058 -0.941 -4.501
C -0.621 0.328 -4.157
C -0.649 0.739 -2.831
H 2.552 3.631 -0.206
H 1.057 5.603 0.104
H -1.397 5.237 0.299
H -2.308 2.982 0.205
H -3.544 0.570 -1.771
H -5.887 1.090 -1.232
H -6.573 1.462 1.112
H -4.889 1.316 2.924
H -2.551 0.795 2.384
H -1.851 -2.095 -1.422
H -1.844 -2.805 -3.781
H -1.035 -1.259 -5.535
H -0.257 1.004 -4.921
H -0.312 1.736 -2.576
O 4.425 -0.956 1.364
S 4.037 -0.172 0.240
O 4.820 0.961 -0.182
O 1.878 1.215 -0.390
C 3.778 -1.193 -1.196
C 4.487 -0.754 -2.314
C 4.507 -1.504 -3.475
C 3.819 -2.705 -3.522
C 3.102 -3.133 -2.420
C 3.062 -2.387 -1.246
S 1.908 -3.089 -0.071
O 2.233 -4.479 0.003
O 1.974 -2.370 1.225
O 0.626 -2.736 -0.711
H 5.031 0.176 -2.248
H 5.065 -1.153 -4.333
H 3.832 -3.309 -4.419
H 2.553 -4.064 -2.456
C 1.038 -1.740 4.152
As -0.316 -0.797 3.134
C -0.250 0.930 4.023
C -1.918 -1.609 3.867
H 0.887 -1.570 5.218
H 2.020 -1.385 3.843
H 0.980 -2.803 3.924
H -0.343 0.797 5.101
H -1.038 1.593 3.668
H 0.711 1.382 3.786
H -1.932 -1.458 4.947
H -1.880 -2.676 3.650
H -2.823 -1.203 3.423



This record from the Open Molecules 2025 dataset describes a 2-piece molecular cluster, C28H27BF5NO2 overall at a distorted geometry. The level of theory is the ωB97M-V functional and the def2-TZVPD basis.

Summary:
Kohn-Sham gap in eV: 3.8099
F_max in eV/Å: 1.85

Element x y z (Å)
C 3.681 4.007 0.036
C 2.341 3.381 -0.058
C 1.233 4.152 -0.398
F 1.439 5.495 -0.586
C -0.040 3.645 -0.552
C -0.281 2.265 -0.264
C -1.558 1.650 -0.321
C -2.820 2.263 -0.162
C -3.006 3.633 0.215
C -4.279 4.164 0.205
F -4.437 5.512 0.405
C -5.431 3.413 -0.008
C -6.763 4.060 0.058
C -5.263 2.046 -0.276
C -4.005 1.483 -0.360
C 0.859 1.468 0.065
C 2.123 2.013 0.166
H 4.421 3.238 0.266
H 3.978 4.492 -0.901
H 3.725 4.766 0.827
H -0.845 4.283 -0.906
H -1.565 0.575 -0.503
H -2.159 4.250 0.500
H -7.538 3.295 -0.024
H -6.914 4.598 1.001
H -6.914 4.778 -0.757
H -6.157 1.437 -0.419
H -3.890 0.419 -0.582
H 0.704 0.404 0.250
H 2.981 1.389 0.420
C 4.531 -2.460 -0.863
C 3.836 -3.411 0.080
C 3.965 -4.817 -0.456
C 4.394 -3.296 1.487
O 2.406 -3.050 0.244
C 1.643 -2.979 -0.861
N 0.312 -2.600 -0.557
C -0.660 -2.314 -1.524
B -0.373 -2.803 -3.054
F -1.631 -2.640 -3.649
F 0.575 -1.951 -3.622
F -0.055 -4.165 -2.929
C -1.763 -1.789 -0.896
C -1.541 -1.830 0.526
C -0.218 -2.285 0.724
C 0.381 -2.261 1.966
C -0.375 -1.805 3.055
C -1.721 -1.433 2.890
C -2.315 -1.445 1.624
O 2.066 -3.190 -1.978
H 4.453 -1.424 -0.511
H 5.594 -2.720 -0.934
H 4.081 -2.549 -1.856
H 3.478 -5.542 0.205
H 3.522 -4.867 -1.455
H 5.026 -5.083 -0.532
H 3.881 -3.985 2.170
H 5.463 -3.540 1.500
H 4.277 -2.272 1.868
H -2.696 -1.423 -1.321
H 1.410 -2.586 2.066
H 0.097 -1.739 4.037
H -2.307 -1.139 3.763
H -3.357 -1.182 1.454